ORCA calculation (ωB97M-V with the def2-TZVPD basis set) on the molecule C3H5NOS.

E_HOMO, Ha: -0.357
Kohn-Sham gap, eV: 10.44
SMILES: O=C1CCN1S
Calculated total energy, a.u.: -645.46475
Total charge: 0
Molar mass, g mol⁻¹: 103.1

Positions of all 11 atoms, in Å:
C1 -0.544577 0.776704 -0.316411
C2 0.184319 -0.168245 -1.274566
C3 0.529223 -1.007516 -0.055177
H1 0.490677 0.476205 2.750014
H2 -1.635461 0.881357 -0.420339
H3 -0.103603 1.761015 -0.207669
H4 -0.408261 -0.582477 -2.093569
H5 1.060705 0.304906 -1.707442
N1 -0.191435 -0.172368 0.788044
O1 1.181939 -1.991682 0.125596
S1 -0.563525 -0.277900 2.411519

Force components x, y, z for each atom (eV/Å):
-1.025 -0.212 0.788
0.114 0.830 -0.509
-0.122 -0.561 -0.153
-0.031 0.022 0.655
0.376 -0.094 -0.156
0.157 0.123 0.124
0.049 -0.299 0.421
0.196 -0.100 -0.081
-0.018 -0.019 -1.269
-0.035 -0.033 0.247
0.340 0.342 -0.067